Molecular formula: C5H13NS
Method: DFT, the ωB97M-V functional and the def2-TZVPD basis

The geometry in ORCA input format:
```
! RIJCOSX wB97M-V def2-TZVPD def2/J DEFGRID3
* xyz 0 1
C 2.45468 0.89323 0.82357
N 1.02554 0.78360 1.01750
C 0.37206 -0.07017 -0.01756
C -1.04199 0.40990 -0.20604
C -1.85108 -0.43822 -1.18300
S -3.60952 -0.00611 -1.19946
C 0.43457 -1.51437 0.47360
H 2.85483 -0.09799 0.64436
H 2.73076 1.53244 -0.02144
H 2.97003 1.22240 1.72494
H 0.60474 1.70266 0.91188
H 0.96346 0.05024 -0.93472
H -1.60060 0.37318 0.73428
H -1.08238 1.43392 -0.59417
H -1.37743 -0.47700 -2.15666
H -1.84119 -1.48119 -0.87576
H -3.40976 1.31052 -1.03801
H 1.38530 -1.73358 0.94869
H -0.30883 -1.64469 1.26206
H 0.32682 -2.24876 -0.31406
*
```

The calculation puts the frontier orbital gap at 10.00 eV. As for the energy above the lowest of the compared OMol25 structures with the same formula, charge and spin: 9.1 kcal/mol. The strongest force on any atom comes out at 0.027 hartree/bohr. The value obtained for the LUMO energy is 1.0 eV. As for the SMILES: CN[C@@H](C)CCS.

Atomic partial charges in e from the natural (NBO) method, atoms 1 to 8: -0.4172, -0.6172, -0.0539, -0.4176, -0.5105, -0.0276, -0.6198, 0.1908